# 1
Here is C31H49LaN2O6P4 as an isolated structure in a non-equilibrium geometry from OMol25. Energies are from the ωB97M-V functional and the def2-TZVPD basis.

LUMO energy = -0.7 eV
HOMO energy = -6.50 eV

The geometry in ORCA input format:
```
! RIJCOSX wB97M-V def2-TZVPD def2/J DEFGRID3
* xyz 0 1
La 0.63 -0.79 -0.45
C 3.10 0.21 3.03
C 3.10 1.71 2.69
C 2.85 2.47 4.00
P 1.93 1.91 1.26
C 2.43 3.59 0.49
C 1.33 4.14 -0.43
C 3.00 4.66 1.49
C 0.27 2.12 2.03
C 0.07 3.01 3.13
C -1.09 3.02 3.90
C -2.22 2.30 3.41
C -2.10 1.60 2.21
C -0.89 1.51 1.46
N -0.93 1.03 0.15
C -2.00 1.44 -0.63
C -2.40 2.81 -0.53
C -3.28 3.39 -1.39
C -3.86 2.66 -2.45
C -3.54 1.32 -2.58
C -2.62 0.68 -1.67
P -2.26 -1.09 -1.86
C -3.75 -2.07 -1.33
C -3.70 -2.49 0.15
C -5.10 -1.35 -1.59
C -2.11 -1.37 -3.74
C -1.65 -0.07 -4.50
C -3.34 -1.98 -4.43
H 3.84 0.04 3.84
H 3.32 -0.39 2.15
H 2.13 -0.14 3.38
H 4.14 1.94 2.33
H 1.94 2.08 4.46
H 2.85 3.54 3.90
H 3.63 2.19 4.70
H 3.30 3.31 -0.13
H 0.49 4.56 0.17
H 0.95 3.32 -1.05
H 1.71 4.93 -1.09
H 2.19 5.05 2.12
H 3.42 5.49 0.92
H 3.78 4.30 2.12
H 0.86 3.68 3.42
H -1.13 3.62 4.81
H -3.14 2.27 3.97
H -2.96 1.04 1.81
H -2.01 3.39 0.31
H -3.58 4.45 -1.30
H -4.56 3.09 -3.16
H -4.02 0.76 -3.40
H -3.67 -3.02 -1.90
H -3.98 -1.68 0.82
H -2.74 -2.95 0.48
H -4.47 -3.31 0.25
H -5.24 -0.46 -0.98
H -5.90 -2.03 -1.30
H -5.24 -1.07 -2.62
H -1.28 -2.13 -3.88
H -2.50 0.59 -4.67
H -1.23 -0.35 -5.51
H -0.89 0.54 -3.96
H -4.24 -1.37 -4.32
H -3.53 -2.99 -4.01
H -3.11 -2.01 -5.51
C 2.99 1.33 -2.94
C 3.78 0.22 -2.61
C 2.96 -0.94 -2.64
C 1.63 -0.55 -3.01
C 1.67 0.85 -3.20
H 3.32 2.36 -2.96
H 4.80 0.22 -2.32
H 3.27 -1.96 -2.42
H 0.84 -1.23 -3.35
H 0.83 1.45 -3.57
N 1.56 -5.54 2.03
C 1.68 -3.98 1.95
C 2.21 -3.52 3.28
P -0.01 -3.23 1.54
O -0.17 -3.30 -0.13
O 0.10 -1.67 1.60
O -1.03 -4.04 2.23
P 2.76 -3.60 0.42
O 4.29 -4.04 0.75
O 2.19 -4.49 -0.70
O 2.71 -2.10 0.29
H 0.61 -5.81 2.36
H 2.28 -5.94 2.67
H 1.65 -5.97 1.12
H 1.46 -2.98 3.84
H 3.11 -2.95 3.15
H 2.53 -4.38 3.92
H 0.54 -3.97 -0.52
H 4.43 -4.91 0.24
*
```



# 2
Here is C31H50AlClP as an isolated structure in a non-equilibrium geometry from OMol25. Energies are from the ωB97M-V functional and the def2-TZVPD basis.

LUMO energy = 2.3 eV
HOMO energy = -1.16 eV

The geometry in ORCA input format:
```
! RIJCOSX wB97M-V def2-TZVPD def2/J DEFGRID3
* xyz -1 1
Al 1.38 -0.82 2.25
P 1.06 -1.16 -1.78
Cl 2.91 0.64 1.82
C -0.08 0.14 -1.12
H -0.39 -0.26 -0.13
H 0.56 1.01 -0.86
C 1.37 -2.69 -0.74
C 2.70 -0.32 -1.91
C 1.76 -3.90 -1.63
H 2.27 -2.37 -0.17
C 2.08 -5.18 -0.84
H 0.93 -4.14 -2.30
H 2.62 -3.66 -2.27
C 0.99 -5.54 0.17
H 2.21 -6.00 -1.55
H 3.05 -5.07 -0.32
C 0.64 -4.35 1.07
H 0.09 -5.85 -0.38
H 1.31 -6.40 0.77
C 0.31 -3.06 0.31
H -0.21 -4.61 1.71
H 1.48 -4.16 1.76
H -0.68 -3.14 -0.15
H 0.22 -2.23 1.08
C 0.39 -1.58 -3.41
C 2.68 0.90 -2.85
H 2.83 0.03 -0.86
C 4.02 1.65 -2.82
H 2.48 0.57 -3.89
H 1.87 1.59 -2.59
C 5.23 0.75 -3.10
H 3.98 2.47 -3.55
H 4.14 2.11 -1.83
C 5.22 -0.52 -2.26
H 5.24 0.48 -4.17
H 6.15 1.31 -2.91
C 3.88 -1.26 -2.24
H 6.00 -1.21 -2.62
H 5.49 -0.27 -1.22
H 3.72 -1.73 -3.22
H 3.95 -2.08 -1.51
C -0.87 -2.42 -3.23
H 0.08 -0.60 -3.81
C -1.68 -2.36 -4.52
H -0.61 -3.47 -3.01
H -1.48 -2.05 -2.39
C -0.84 -2.79 -5.73
H -2.56 -3.01 -4.43
H -2.07 -1.34 -4.66
C 0.54 -2.10 -5.81
H -0.68 -3.87 -5.67
H -1.40 -2.59 -6.66
C 1.32 -2.17 -4.49
H 1.13 -2.53 -6.63
H 0.39 -1.04 -6.06
H 1.61 -3.20 -4.25
H 2.25 -1.59 -4.58
C -2.65 -0.16 -1.45
C -1.27 0.56 -1.83
H -3.09 -0.86 -2.17
C -1.61 2.05 -1.62
H -1.16 0.39 -2.91
C -1.96 2.28 -0.15
H -0.79 2.69 -1.94
H -2.49 2.29 -2.25
C -3.34 1.73 0.16
H -1.25 1.74 0.49
H -1.85 3.33 0.14
C -3.40 0.23 -0.27
H -3.58 1.85 1.22
H -4.08 2.31 -0.40
H -3.04 -0.34 0.60
H -4.46 -0.05 -0.41
C -2.43 1.49 3.68
C -2.48 0.11 3.45
C -1.41 -0.52 2.79
C -0.26 0.22 2.44
C -0.26 1.62 2.60
C -1.35 2.25 3.24
H -3.26 1.98 4.23
H -3.33 -0.49 3.79
H -1.45 -1.60 2.60
H 0.58 2.20 2.22
H -1.33 3.34 3.38
*
```



# 3
Here is C31H50AsClCrFN3O6Si4 as an isolated structure in a non-equilibrium geometry from OMol25. Energies are from the ωB97M-V functional and the def2-TZVPD basis.

LUMO energy (spin up / spin down) = -4.4 / -4.6 eV
HOMO energy (spin up / spin down) = -10.31 / -10.43 eV
⟨S²⟩ = 3.80

The geometry in ORCA input format:
```
! RIJCOSX wB97M-V def2-TZVPD def2/J DEFGRID3
* xyz 1 4
Cr 14.74 9.09 10.13
O 19.24 15.00 11.61
C 19.36 14.55 10.38
O 20.04 14.97 9.53
C 18.39 13.48 10.11
C 18.82 12.48 9.23
C 17.97 11.50 8.87
C 16.66 11.41 9.34
C 16.18 12.41 10.21
C 17.07 13.41 10.56
N 15.96 10.25 8.99
C 15.93 9.80 7.76
C 15.16 8.69 7.33
C 15.19 8.21 6.00
C 14.52 7.00 5.79
C 13.81 6.39 6.79
C 13.78 6.95 8.04
N 14.50 8.08 8.31
H 18.65 14.48 12.12
H 19.83 12.50 8.86
H 18.42 10.70 8.31
H 15.21 12.41 10.69
H 16.71 14.19 11.21
H 16.52 10.35 6.99
H 15.64 8.84 5.19
H 14.55 6.57 4.80
H 13.40 5.40 6.63
H 13.28 6.50 8.93
O 16.26 8.76 13.38
Cl 16.38 9.95 12.62
O 16.27 11.14 13.46
O 15.06 10.05 11.77
O 17.48 9.91 11.73
C 17.89 7.69 9.09
Si 17.09 6.53 10.29
C 16.82 4.84 9.47
C 18.21 6.46 11.74
N 15.60 7.31 10.71
C 14.72 6.50 11.53
C 14.97 5.24 12.03
C 14.00 4.54 12.78
C 12.73 5.06 13.06
C 12.43 6.32 12.52
C 13.44 6.95 11.81
F 13.13 8.27 11.19
H 18.96 7.48 9.05
H 17.95 8.70 9.53
H 17.50 7.66 8.05
H 17.39 4.69 8.59
H 15.74 4.77 9.22
H 17.12 3.98 10.13
H 18.25 7.48 12.18
H 19.27 6.31 11.49
H 17.94 5.70 12.54
H 15.93 4.74 11.99
H 14.23 3.52 13.00
H 11.92 4.50 13.51
H 11.47 6.83 12.63
C 11.65 9.54 6.44
Si 11.21 9.78 8.29
C 9.55 10.65 8.36
C 10.82 7.97 8.76
As 12.78 10.89 9.70
Si 13.09 12.99 8.35
C 13.41 14.34 9.69
C 11.53 13.29 7.48
C 14.32 12.85 7.05
Si 11.57 11.35 11.73
C 10.19 12.59 11.36
C 10.95 9.58 12.24
C 12.76 12.06 13.00
H 10.66 9.44 6.04
H 12.07 8.57 6.37
H 12.13 10.31 5.87
H 8.94 10.30 7.50
H 9.67 11.69 8.17
H 9.03 10.43 9.32
H 11.16 7.27 8.00
H 9.73 7.84 8.83
H 11.27 7.66 9.67
H 13.00 14.17 10.66
H 13.05 15.33 9.30
H 14.47 14.36 9.80
H 10.75 13.66 8.14
H 11.29 12.46 6.78
H 11.73 14.13 6.75
H 14.34 13.81 6.48
H 13.98 12.15 6.32
H 15.33 12.67 7.31
H 9.76 12.75 12.40
H 9.33 12.32 10.71
H 10.56 13.63 11.04
H 10.08 9.67 12.91
H 11.73 9.06 12.78
H 10.67 9.02 11.35
H 13.31 12.84 12.54
H 13.38 11.37 13.56
H 12.24 12.70 13.73
*
```